A cluster of 8 separate species, C37H87N3O8S5 in total. Source: the Open Molecules 2025 dataset; level of theory: ωB97M-V/def2-TZVPD.

Geometry (Å):
C  0.110  12.546  -3.910
S  -0.632  12.930  -5.540
O  -1.864  12.105  -5.725
C  -1.175  14.639  -5.106
H  0.657  11.614  -3.981
H  -0.751  12.468  -3.243
H  0.683  13.437  -3.662
H  -0.497  15.325  -5.608
H  -1.088  14.726  -4.025
H  -2.195  14.802  -5.439
C  -0.377  17.468  -13.719
S  0.306  17.518  -12.039
O  -0.698  18.171  -11.133
C  0.226  15.756  -11.714
H  -1.025  18.331  -13.860
H  -1.010  16.599  -13.924
H  0.449  17.459  -14.428
H  0.968  15.303  -12.378
H  -0.759  15.353  -11.941
H  0.524  15.596  -10.685
C  5.567  15.852  -12.528
S  4.240  14.753  -13.100
O  2.877  15.264  -12.758
C  4.505  14.946  -14.863
H  5.522  16.002  -11.448
H  5.456  16.845  -12.969
H  6.549  15.436  -12.746
H  3.892  14.215  -15.387
H  5.542  14.729  -15.118
H  4.198  15.951  -15.153
C  3.271  13.465  -9.769
S  1.676  13.208  -8.887
O  1.946  12.226  -7.778
C  1.703  14.827  -8.083
H  3.306  14.381  -10.349
H  3.440  12.533  -10.299
H  3.931  13.496  -8.898
H  1.523  15.587  -8.847
H  2.686  15.001  -7.650
H  0.902  14.806  -7.351
C  -1.933  15.619  -9.165
S  -3.007  14.327  -9.835
O  -2.361  13.836  -11.091
C  -2.604  13.155  -8.494
H  -0.884  15.334  -9.145
H  -2.347  15.850  -8.181
H  -1.923  16.547  -9.745
H  -3.177  13.339  -7.594
H  -1.530  13.231  -8.299
H  -2.678  12.157  -8.924
C  -1.484  9.348  -14.510
C  -1.069  10.776  -14.162
C  -0.983  10.932  -12.656
C  -0.187  12.101  -12.088
C  1.234  12.055  -12.721
C  1.188  12.050  -14.256
N  0.281  10.990  -14.733
O  0.302  10.949  -16.155
C  0.782  13.442  -14.766
C  2.596  11.694  -14.737
C  -2.110  11.730  -14.812
H  -2.550  9.147  -14.413
H  -0.923  8.595  -13.953
H  -1.217  9.181  -15.558
H  -2.002  11.218  -12.343
H  -0.828  9.980  -12.147
H  -0.157  12.025  -11.007
H  -0.592  13.032  -12.484
H  1.686  11.135  -12.341
H  1.668  13.001  -12.384
H  0.498  13.313  -15.816
H  -0.112  13.880  -14.319
H  1.580  14.173  -14.639
H  2.687  10.608  -14.782
H  2.731  12.055  -15.762
H  3.377  12.113  -14.106
H  -3.020  11.501  -14.248
H  -2.301  11.435  -15.841
H  -1.869  12.778  -14.679
H  0.831  10.160  -16.310
C  4.804  10.698  -12.010
C  6.162  10.339  -11.377
C  6.090  8.800  -11.127
C  6.376  8.007  -12.377
C  7.595  8.448  -13.185
C  7.661  9.963  -13.478
N  7.304  10.657  -12.221
O  7.394  12.066  -12.398
C  9.113  10.322  -13.773
C  6.716  10.285  -14.621
C  6.326  11.023  -10.035
H  4.007  10.576  -11.276
H  4.541  10.202  -12.941
H  4.836  11.755  -12.309
H  6.883  8.614  -10.395
H  5.113  8.481  -10.774
H  5.517  7.931  -13.051
H  6.590  6.971  -12.090
H  7.596  7.911  -14.135
H  8.502  8.151  -12.654
H  9.331  10.432  -14.844
H  9.452  11.260  -13.340
H  9.822  9.538  -13.503
H  7.142  10.147  -15.623
H  5.703  9.889  -14.642
H  6.552  11.374  -14.702
H  7.218  10.633  -9.537
H  5.495  10.905  -9.337
H  6.450  12.106  -10.115
H  8.169  12.288  -11.871
C  4.008  20.458  -5.914
C  3.455  20.317  -4.482
C  2.216  21.193  -4.232
C  0.948  20.558  -4.820
C  0.693  19.238  -4.138
C  1.893  18.277  -4.301
N  3.171  18.935  -4.063
O  4.264  18.108  -4.468
C  1.690  17.166  -3.256
C  1.801  17.585  -5.686
C  4.508  20.883  -3.485
H  3.465  19.780  -6.570
H  5.064  20.201  -5.931
H  3.873  21.486  -6.246
H  2.093  21.283  -3.151
H  2.308  22.165  -4.717
H  1.166  20.364  -5.880
H  0.137  21.287  -4.834
H  -0.191  18.795  -4.595
H  0.597  19.400  -3.060
H  0.815  16.582  -3.556
H  2.549  16.492  -3.304
H  1.516  17.501  -2.236
H  2.064  18.272  -6.494
H  2.601  16.845  -5.741
H  0.793  17.211  -5.830
H  5.495  20.480  -3.717
H  4.233  20.481  -2.507
H  4.504  21.968  -3.424
H  4.683  17.937  -3.618

- LUMO energy (eV) = 0.18
- ΔE to the lowest compared entry with this formula, charge and spin (eV) = 0.000
- frontier orbital gap (eV) = 8.2
- E_HOMO (eV) = -7.97
- multiplicity = 1

Atomic partial charges in e from the Löwdin method, atoms 1 to 99:
1 C -0.23
2 S 0.81
3 O -0.55
4 C -0.23
5 H 0.05
6 H 0.06
7 H 0.04
8 H 0.01
9 H 0.04
10 H 0.05
11 C -0.25
12 S 0.84
13 O -0.57
14 C -0.28
15 H 0.05
16 H 0.05
17 H 0.04
18 H 0.01
19 H 0.04
20 H 0.02
21 C -0.24
22 S 0.81
23 O -0.57
24 C -0.24
25 H 0.05
26 H 0.06
27 H 0.05
28 H 0.03
29 H 0.06
30 H 0.07
31 C -0.22
32 S 0.80
33 O -0.56
34 C -0.27
35 H 0.03
36 H 0.02
37 H 0.05
38 H 0.04
39 H 0.06
40 H 0.01
41 C -0.26
42 S 0.86
43 O -0.56
44 C -0.26
45 H 0.02
46 H 0.05
47 H 0.04
48 H 0.04
49 H 0.02
50 H 0.06
51 C -0.04
52 C -0.50
53 C -0.13
54 C -0.17
55 C -0.12
56 C -0.49
57 N -0.10
58 O -0.03
59 C -0.02
60 C -0.04
61 C -0.01
62 H 0.09
63 H 0.08
64 H 0.07
65 H 0.12
66 H 0.12
67 H 0.09
68 H 0.07
69 H 0.12
70 H 0.09
71 H 0.09
72 H 0.06
73 H 0.06
74 H 0.09
75 H 0.08
76 H 0.05
77 H 0.08
78 H 0.08
79 H 0.07
80 H 0.10
81 C -0.04
82 C -0.51
83 C -0.13
84 C -0.19
85 C -0.13
86 C -0.49
87 N -0.09
88 O -0.04
89 C -0.02
90 C -0.04
91 C -0.04
92 H 0.08
93 H 0.06
94 H 0.06
95 H 0.12
96 H 0.12
97 H 0.11
98 H 0.11
99 H 0.12